(1)
This record from the Open Molecules 2025 dataset describes a structure of composition C29H13CrF10IN3S at a distorted geometry. The level of theory is ωB97M-V with the def2-TZVPD basis set.

Structure (XYZ):
```
58
Properties=species:S:1:pos:R:3:forces:R:3:nbo_charge:R:1
I -2.45232 -1.60019 5.58665 0.0 -0.1 -0.3 0.194
Cr -0.39716 -0.12610 0.14065 -1.8 1.0 -0.1 0.948
S -2.43591 -0.57504 -1.07480 0.7 0.0 0.6 -0.202
F 0.49155 -1.53891 -2.08359 0.3 -0.1 -0.3 -0.336
F 3.82190 2.72481 -1.90405 0.0 0.1 0.0 -0.290
F -3.78428 -1.42283 -3.56102 -0.1 -0.1 -0.1 -0.293
F -3.12983 2.49044 -6.05744 0.0 0.0 0.0 -0.286
F 1.70407 2.57770 -0.22440 0.2 0.1 0.0 -0.322
F -1.51131 2.23997 -1.66720 0.2 0.2 0.0 -0.294
F -1.83913 3.62665 -3.94537 0.0 0.0 0.0 -0.293
F -4.13410 -0.02075 -5.82499 0.0 0.0 -0.1 -0.288
F 2.53234 -1.33124 -3.91544 0.1 -0.1 0.0 -0.289
F 4.22899 0.79582 -3.75364 0.0 0.0 -0.1 -0.284
N -1.30949 -1.50921 1.44425 0.3 -0.6 0.3 -0.465
N 1.15179 -0.03121 1.42109 -0.2 0.6 0.4 -0.217
N 1.16022 0.87174 2.30437 0.6 -0.4 0.0 -0.121
C 3.50793 -0.46700 1.97135 -0.2 0.1 -0.1 -0.209
C -0.90806 1.42868 1.25378 0.5 -0.5 -0.1 -0.255
C 2.31498 -0.83331 1.34403 0.6 -0.4 0.2 0.170
C 4.62716 -1.26713 1.84103 0.0 0.0 0.0 -0.201
C -1.91374 -3.78339 1.87898 0.0 -0.1 0.2 -0.232
C -1.63211 -1.21041 2.71035 0.0 0.0 0.0 0.028
C -2.95616 1.80478 -4.92884 -0.1 0.0 0.1 0.259
C 3.18110 0.71556 -2.93900 0.0 -0.1 0.1 0.294
C -1.45548 -2.78163 1.04606 0.0 0.0 -0.2 0.070
C 1.88302 1.60844 -1.13629 -0.4 -0.2 0.2 0.392
C -2.23312 3.20662 2.20079 0.1 -0.1 0.0 -0.186
C 4.57566 -2.43039 1.08386 0.0 0.0 0.0 -0.196
C 3.39059 -2.79759 0.46440 0.1 -0.1 0.0 -0.192
C -2.58807 0.33993 -2.54813 -0.1 0.4 -0.4 -0.272
C -0.12084 2.67992 3.21954 0.2 -0.1 0.0 -0.164
C 2.32678 -0.37172 -3.01119 0.0 0.0 0.0 0.244
C 1.00039 0.54067 -1.15950 0.5 -0.5 -0.6 -0.477
C -2.11943 1.64708 -2.69742 -0.2 -0.4 0.0 0.295
C -2.04870 2.22264 1.24046 -0.3 0.1 0.0 -0.164
C -1.27208 3.43541 3.18937 0.0 0.0 0.0 -0.224
C 0.04953 1.67385 2.26066 -0.7 0.3 -0.2 -0.006
C 2.26263 -2.00645 0.59517 -0.2 0.2 0.2 -0.233
C -3.46415 0.52319 -4.80737 0.0 0.0 0.0 0.266
C 2.96608 1.70447 -1.98966 -0.1 0.1 0.0 0.246
C -2.29241 2.37545 -3.85766 0.0 -0.1 0.0 0.309
C -2.06186 -2.16720 3.60894 -0.1 0.0 0.3 -0.176
C 1.28333 -0.42581 -2.11002 -0.4 0.2 0.3 0.361
C -2.21821 -3.48085 3.19667 0.0 0.1 -0.1 -0.166
C -3.28135 -0.19044 -3.63782 0.3 0.2 0.2 0.332
H -3.13368 3.80766 2.18719 0.0 0.0 0.0 0.217
H -1.43455 4.20721 3.92989 0.0 0.0 0.0 0.219
H -2.80549 2.06597 0.48239 0.0 0.0 0.1 0.219
H 5.45452 -3.05319 0.98434 0.0 0.0 0.0 0.220
H 3.53626 0.44978 2.54042 0.0 0.0 0.0 0.241
H 0.64970 2.84336 3.96210 0.0 0.0 0.0 0.227
H -1.21521 -2.98754 0.01011 0.0 0.0 0.0 0.224
H 3.34522 -3.70804 -0.11833 0.0 0.0 0.0 0.222
H -1.56273 -0.17409 3.00303 0.1 0.0 0.0 0.233
H 5.54442 -0.98036 2.33796 0.0 0.0 0.0 0.221
H -2.03109 -4.78975 1.50383 0.0 0.0 0.0 0.239
H 1.32995 -2.30837 0.12997 0.1 0.0 -0.1 0.205
H -2.57805 -4.23765 3.87950 0.0 0.0 0.0 0.239
```
Positions in Å, forces in eV/Å.

Its multiplicity is 2. The gap between HOMO and LUMO (alpha / beta) is 6.658 / 6.836 eV. The largest force on an atom is 2.1 eV/A. The relative energy (zero: lowest compared OMol25 entry of this formula, charge and spin) is 0.529 eV. The charge is 0.

=====

(2)
This record from the Open Molecules 2025 dataset describes a structure of composition C29H15CoF4N5SSi at a distorted geometry. The level of theory is ωB97M-V with the def2-TZVPD basis set.

Structure (XYZ):
```
56
Properties=species:S:1:pos:R:3:forces:R:3:nbo_charge:R:1
Co 18.70348 9.14439 10.07274 0.8 -1.0 1.3 0.930
S 20.88260 9.28535 10.45217 -0.2 0.5 -0.9 -0.094
Si 18.47425 11.23258 9.31674 0.7 2.8 -0.8 1.124
F 12.36133 10.18046 11.99249 0.3 -1.8 -2.1 -0.275
F 12.45814 6.56441 7.68336 0.4 1.1 1.7 -0.275
F 10.22849 8.03666 8.26504 2.2 0.3 0.8 -0.275
F 14.52091 8.46535 11.63136 -0.5 0.2 -1.1 -0.304
N 15.06250 4.69573 8.03144 -0.1 1.9 1.3 -0.126
N 17.15975 8.13487 9.66748 -3.2 -1.6 -0.5 -0.453
N 11.09498 12.69081 9.78926 -1.2 -3.5 0.7 -0.184
N 7.94522 9.68121 10.85958 1.8 0.4 -0.6 -0.143
N 18.93613 8.90390 12.18767 1.9 -0.3 -1.0 -0.576
C 19.08708 7.78514 14.31255 -0.3 0.5 -0.6 -0.263
C 19.37128 10.97208 6.49476 0.4 -0.1 0.0 -0.214
C 21.23378 12.24641 5.63208 -2.0 0.2 1.5 -0.183
C 15.67895 11.72307 9.85779 1.9 -0.7 0.1 -0.140
C 18.35471 8.43101 13.28168 3.1 -0.5 0.4 0.081
C 21.29506 12.86980 6.88126 0.5 -0.3 0.4 -0.189
C 16.56788 12.73850 7.83806 0.4 0.1 -0.3 -0.164
C 13.54518 8.49130 10.67603 0.3 -0.7 1.4 0.435
C 11.39925 9.19716 9.97650 -0.4 0.4 0.3 -0.074
C 21.06414 8.04465 12.97149 0.4 0.6 0.6 -0.251
C 20.51172 12.47623 7.99382 1.4 0.6 -1.2 -0.208
C 15.32514 13.34213 7.55488 0.7 -0.1 1.4 -0.214
C 20.17129 11.34164 5.42215 0.6 -0.4 0.0 -0.192
C 14.98855 5.69345 8.64730 0.2 -1.9 -1.5 0.208
C 20.45967 7.61095 14.20598 -0.1 0.4 -2.7 -0.114
C 19.55168 11.51689 7.77838 -1.0 -0.8 0.9 -0.488
C 13.63231 7.53781 9.61688 -0.3 1.3 -0.2 -0.183
C 14.91752 6.92567 9.32120 -0.9 -0.5 -0.1 -0.135
C 20.32970 8.73147 11.98508 -1.9 -1.1 2.6 -0.003
C 14.28055 13.00392 8.41773 -1.8 2.3 -1.3 -0.176
C 16.76646 11.92432 8.97145 -0.6 -0.4 -0.2 -0.555
C 14.46674 12.23316 9.57170 -2.8 0.2 -0.1 -0.260
C 11.40191 8.18729 8.97795 -2.7 1.4 0.4 0.329
C 16.13436 7.57444 9.55190 2.5 1.5 0.4 0.458
C 12.48878 7.41907 8.75403 1.2 -1.7 -0.9 0.437
C 10.30379 10.24032 10.01901 0.7 -0.6 0.8 -0.099
C 10.70785 11.57625 9.96130 1.2 3.6 -1.1 0.224
C 9.02966 9.93530 10.48813 -2.2 -0.6 0.4 0.206
C 12.42869 9.28854 10.93513 -0.1 0.5 -0.6 0.335
H 19.01370 12.11091 10.44194 -0.1 -0.7 -0.4 -0.135
H 18.70574 10.13736 6.31381 -0.4 0.2 0.2 0.212
H 13.58848 12.02545 10.24059 1.0 0.4 -0.7 0.223
H 18.52665 7.43324 15.15070 -0.1 -0.2 0.5 0.235
H 20.77943 12.87894 8.97990 -0.5 -0.1 -0.5 0.234
H 22.16370 7.94969 12.83700 -1.0 -0.1 0.0 0.244
H 17.42894 12.95280 7.19128 -0.4 -0.1 0.2 0.228
H 21.93163 12.54517 4.89822 0.5 0.1 -0.9 0.229
H 15.24388 14.20615 6.86592 -0.1 -1.1 0.1 0.240
H 21.07669 7.03888 14.88963 -0.3 0.3 0.2 0.244
H 13.29767 13.57600 8.14048 1.6 -1.6 1.1 0.242
H 15.83656 11.18137 10.79289 -0.1 0.0 -0.2 0.195
H 17.33458 8.58984 13.34248 -1.9 0.1 0.3 0.204
H 19.99855 10.80588 4.47657 0.3 0.5 0.4 0.227
H 22.05121 13.62810 7.04238 0.1 0.0 0.0 0.221
```
Positions in Å, forces in eV/Å.

Its multiplicity is 5. The gap between HOMO and LUMO (alpha / beta) is 6.379 / 4.595 eV. The largest force on an atom is 3.9 eV/A. The charge is +1.

=====

(3)
This record from the Open Molecules 2025 dataset describes a structure of composition C29H17Co2NO8S at a distorted geometry. The level of theory is ωB97M-V with the def2-TZVPD basis set.

Structure (XYZ):
```
58
Properties=species:S:1:pos:R:3:forces:R:3:nbo_charge:R:1
Co 4.17058 -1.37874 0.82707 2.0 -1.7 4.6 -0.136
Co 3.21364 -2.50829 -1.61811 0.0 -0.6 0.9 -0.022
S -2.07693 0.98350 0.21171 1.0 0.9 0.5 2.170
O 6.92399 -2.24611 0.71705 -1.4 0.5 0.2 -0.554
O 4.16498 0.85178 2.71737 -0.1 -0.8 -0.4 -0.536
O 2.16250 -1.26109 -4.01651 0.7 -1.6 1.1 -0.571
O 1.39751 -4.56978 -0.61460 1.0 1.1 -0.7 -0.538
O -3.47465 0.61980 0.20534 -0.6 -0.6 -0.2 -0.986
O -1.15253 0.27316 -0.64922 -0.8 -0.4 -0.2 -0.965
O 2.98989 -3.58434 2.39882 0.7 1.3 -0.5 -0.523
O 5.78203 -3.62242 -2.32002 -0.5 0.1 -0.4 -0.593
N -1.31621 -4.30126 5.95345 0.0 1.4 -1.0 -0.447
C 4.42904 0.11188 -1.90427 0.3 0.8 0.0 -0.094
C -3.05429 4.84143 -0.60399 0.2 -0.1 -0.1 -0.235
C 2.51255 -1.87597 -3.08552 -1.4 2.8 -1.3 0.471
C 1.56017 -0.30204 -0.20698 1.0 -0.2 0.8 -0.450
C -1.09871 2.99819 -1.36701 0.0 0.2 0.1 -0.215
C -2.08806 -1.16047 2.36815 -0.2 -0.8 0.1 -0.238
C -1.44109 1.14663 1.79764 -0.4 0.4 -0.1 -0.811
C 5.82049 -1.90075 0.80957 2.7 -0.9 -0.7 0.585
C 3.82278 2.04556 -3.23401 0.4 0.0 0.0 -0.211
C -3.06926 3.54890 -0.07849 0.1 0.3 0.0 -0.214
C 5.62441 0.59278 -3.95861 0.0 0.2 0.3 -0.238
C -2.07312 2.64618 -0.43892 0.1 0.4 -0.1 -0.215
C 4.72670 -3.21032 -2.08092 1.7 -0.7 0.9 0.464
C 4.81647 1.71933 -4.15903 -0.1 0.1 -0.2 -0.259
C 4.19272 -0.07739 2.03904 0.2 1.4 0.5 0.569
C 3.67096 1.27667 -2.08682 0.0 0.1 -0.5 -0.217
C -1.29395 -2.22523 4.38684 0.1 -0.2 0.2 -0.327
C 5.45950 -0.18304 -2.81920 -0.3 0.2 0.0 -0.153
C -1.29695 -3.36436 5.25183 0.1 -1.1 0.9 0.328
C -0.61077 -1.03883 4.72712 -0.2 0.4 -0.2 -0.146
C 4.00570 -0.80109 -0.86442 -1.8 -0.2 -1.7 -0.275
C 2.82610 -0.70323 -0.03225 -1.6 1.5 -3.8 -0.193
C 2.12250 -3.78462 -1.06548 -1.3 -1.6 0.7 0.504
C -1.42265 0.06154 2.67366 0.1 -0.3 0.0 0.010
C -1.07521 4.28459 -1.89695 -0.3 0.1 0.1 -0.214
C -0.68737 0.07771 3.90225 0.0 -0.4 0.4 -0.270
C 3.44899 -2.70436 1.81102 -1.1 -1.8 0.1 0.545
C -2.05036 5.20820 -1.50797 0.1 -0.1 0.0 -0.224
C -2.01445 -2.26894 3.18222 -0.1 0.3 -0.2 -0.139
H -2.02099 6.22021 -1.90761 0.0 -0.1 0.1 0.198
H -2.69341 -1.25019 1.47498 0.1 0.1 0.0 0.218
H 0.91592 -0.27295 0.64674 -0.7 -0.1 0.1 0.209
H 4.96894 2.35331 -5.03215 -0.1 -0.2 0.0 0.190
H 6.37093 0.29700 -4.70035 -0.1 0.2 0.2 0.195
H -3.84575 3.24134 0.61358 0.1 0.0 0.0 0.234
H -0.28113 4.54554 -2.59874 -0.3 0.1 0.2 0.208
H 2.89797 1.53409 -1.36894 0.1 -0.2 -0.1 0.225
H -0.17870 1.00528 4.16364 0.0 -0.3 0.1 0.197
H -3.81699 5.56117 -0.29746 0.2 -0.2 -0.1 0.201
H -0.03425 -1.02287 5.66266 -0.2 0.1 -0.5 0.205
H 3.13751 2.87931 -3.40191 0.3 -0.1 0.0 0.196
H 6.07596 -1.06311 -2.66548 -0.2 0.1 0.0 0.206
H -0.35820 2.26851 -1.67364 -0.1 0.0 0.2 0.254
H 1.19249 0.01376 -1.17112 -0.1 0.1 0.0 0.198
H -2.53233 -3.18711 2.88586 0.2 0.3 0.2 0.205
H -0.99710 2.09854 2.05809 0.1 -0.1 -0.3 0.227
```
Positions in Å, forces in eV/Å.

The gap between HOMO and LUMO is 5.602 eV. The largest force on an atom is 5.3 eV/A. The relative energy (zero: lowest compared OMol25 entry of this formula, charge and spin) is 0.513 eV. The charge is -2.

=====

| no. | E_tot (hartree) | molar mass (g/mol) |
| --- | --- | --- |
| 1 | -4016.05411 | 804.39 |
| 2 | -3857.33816 | 628.55 |
| 3 | -4935.61487 | 657.39 |